Density functional theory data (the ωB97M-V functional and the def2-TZVPD basis) for a structure of composition C42H35BN4O4V.

Element x y z (Å)
V 0.96482 0.47088 -0.00439
O 4.31668 2.86561 0.51532
C 3.49638 1.98017 0.21792
N 2.12570 2.10898 0.24795
C 1.45539 3.31329 0.42457
C 2.02643 4.58678 0.50343
C 1.22134 5.71567 0.64212
C -0.15606 5.60668 0.71280
C -0.75360 4.34812 0.64679
C 0.03147 3.20938 0.50808
N -0.44936 1.89456 0.48138
C -1.71569 1.51164 0.54211
O -2.76617 2.17538 0.56070
C -1.81032 -0.00140 0.64197
C -3.04030 -0.58435 0.89686
C -3.12895 -1.95021 1.09958
C -1.96061 -2.69318 1.03395
C -0.77257 -2.04970 0.74392
N -0.67172 -0.72816 0.54531
C 3.93609 0.65488 -0.19066
C 5.24437 0.24489 -0.31027
C 5.58229 -0.93978 -0.97099
C 4.57728 -1.46044 -1.84776
C 3.28334 -1.10365 -1.70670
N 2.95460 -0.42421 -0.45956
H 3.10091 4.66775 0.45978
H 1.69305 6.69232 0.69381
H -0.77481 6.49171 0.81807
H -1.82527 4.22651 0.69491
H -3.89398 0.07879 0.93144
H -4.08230 -2.42269 1.30220
H -1.95405 -3.76589 1.17924
H 0.14743 -2.60852 0.63123
H 6.00490 0.93626 0.03943
H 6.61890 -1.21986 -1.10868
H 4.86135 -2.04030 -2.72229
H 2.49308 -1.25438 -2.42494
C 0.24147 2.32136 -7.02994
C 0.76081 3.25066 -6.13760
C 0.98794 2.89809 -4.81674
C 0.69260 1.61554 -4.33632
C 0.19080 0.68650 -5.25517
C -0.03395 1.03740 -6.57859
C 0.96775 1.32251 -2.91163
C 0.36109 0.45847 -2.08004
C -0.82316 -0.30877 -2.49459
C -0.78112 -1.70796 -2.58415
C -1.91089 -2.44121 -2.91342
C -3.12799 -1.80387 -3.12835
C -3.19544 -0.42181 -3.00320
C -2.06299 0.31488 -2.69241
H 0.06306 2.59067 -8.06482
H 0.99243 4.25680 -6.46939
H 1.39455 3.62544 -4.12312
H -0.01569 -0.32361 -4.93135
H -0.42427 0.29398 -7.26514
H 1.77292 1.93741 -2.51021
H 0.15720 -2.21504 -2.38455
H -1.84404 -3.52177 -2.98585
H -4.01388 -2.38011 -3.37024
H -4.14167 0.08943 -3.14339
H -2.12194 1.39162 -2.58416
C 2.84076 -6.92363 3.72022
C 1.86672 -5.90949 4.33517
C 2.03046 -5.97008 5.85498
C 0.42955 -6.32273 3.98706
C 2.12693 -4.50759 3.77889
C 2.23102 -3.39136 4.60226
C 2.41730 -2.10040 4.09406
C 2.49566 -1.96073 2.73084
O 2.67002 -0.83121 1.99929
B 2.66951 -1.26834 0.64200
O 2.49156 -2.67635 0.59357
C 2.39433 -3.06822 1.89198
C 2.20695 -4.33542 2.38605
H 2.68211 -7.91143 4.16207
H 3.87590 -6.62674 3.89861
H 2.70377 -7.01897 2.64326
H 1.90044 -7.00016 6.19610
H 1.28525 -5.35805 6.36605
H 3.02069 -5.63032 6.16454
H 0.21487 -7.32937 4.35961
H 0.27384 -6.31726 2.90699
H -0.28757 -5.62853 4.42904
H 2.17313 -3.50791 5.67562
H 2.49872 -1.23704 4.74051
H 2.11919 -5.16843 1.70101

The HOMO energy (alpha / beta) is -0.47 / -0.51 eV. As for the total charge: -2. As for the multiplicity: 4.

=====

Density functional theory data (the ωB97M-V functional and the def2-TZVPD basis) for a structure of composition C42H35F7.

Element x y z (Å)
F -5.33496 -11.51570 -29.97663
C -5.77573 -10.22490 -30.06608
C -5.07467 -9.24525 -29.37333
C -5.47389 -7.88526 -29.42674
C -6.60274 -7.57742 -30.18645
C -7.38207 -8.55478 -30.74565
C -7.01019 -9.88644 -30.66450
H -4.16239 -9.54064 -28.87643
H -4.87447 -7.09688 -28.99595
H -6.86936 -6.53245 -30.12863
H -8.17541 -8.29010 -31.42899
H -7.55502 -10.66966 -31.17061
F -3.65830 -7.33621 -31.11322
C -3.88456 -6.12048 -31.55896
C -4.02300 -5.92951 -32.89653
C -4.26150 -4.68172 -33.49937
C -4.48553 -3.68571 -32.60710
C -4.30339 -3.80468 -31.24017
C -4.03807 -5.04203 -30.67975
H -4.00109 -6.81119 -33.51986
H -4.27956 -4.61868 -34.57739
H -4.78145 -2.73050 -33.01504
H -4.40349 -2.93650 -30.60563
H -3.98819 -5.35712 -29.64795
F -5.14056 -1.06025 -30.45033
C -6.05226 -0.95351 -29.46942
C -5.70672 -0.18498 -28.39980
C -6.66296 0.11511 -27.44086
C -7.94907 -0.40652 -27.58746
C -8.26586 -1.29197 -28.59015
C -7.34239 -1.52127 -29.56493
H -4.72268 0.22623 -28.22962
H -6.46064 0.72435 -26.57235
H -8.73268 -0.19659 -26.87452
H -9.24454 -1.65448 -28.86792
H -7.51250 -2.27517 -30.31932
F -3.14937 -2.50328 -26.05122
C -2.62418 -1.40746 -26.63254
C -3.11578 -1.07865 -27.91563
C -2.74723 0.12623 -28.42022
C -1.66779 0.81704 -27.80650
C -1.05437 0.36173 -26.65651
C -1.65109 -0.65737 -25.96584
H -3.89303 -1.62738 -28.42668
H -3.23250 0.35985 -29.35636
H -1.27175 1.62905 -28.39828
H -0.13361 0.74535 -26.24248
H -1.22398 -1.08743 -25.07195
F -6.49024 -1.98582 -26.93049
C -5.90229 -1.29304 -25.91667
C -4.76679 -0.57353 -26.26280
C -4.16604 0.23304 -25.26907
C -4.61776 0.14472 -23.94004
C -5.69448 -0.67471 -23.63451
C -6.39270 -1.33843 -24.64158
H -4.49720 -0.66668 -27.30445
H -3.27185 0.78661 -25.51482
H -4.09481 0.72875 -23.19719
H -6.01681 -0.86087 -22.62069
H -7.23014 -1.97847 -24.40613
F -8.04361 -0.91523 -34.34560
C -7.82207 -1.70133 -33.32019
C -8.76302 -1.69431 -32.33533
C -8.71104 -2.60452 -31.31698
C -7.67749 -3.53728 -31.23632
C -6.75223 -3.50358 -32.23455
C -6.76175 -2.64889 -33.27979
H -9.54978 -0.95508 -32.36630
H -9.38119 -2.56454 -30.47098
H -7.50372 -4.19522 -30.39769
H -6.02717 -4.30310 -32.19683
H -5.96052 -2.70318 -34.00195
F -3.20353 -5.29369 -28.44849
C -4.34537 -4.61531 -28.46350
C -5.51221 -5.23317 -29.01078
C -6.75123 -4.49669 -28.95216
C -6.67039 -3.31370 -28.37582
C -5.49991 -2.63978 -27.94916
C -4.29909 -3.27986 -27.98870
H -5.53663 -6.22393 -29.43999
H -7.67396 -4.93816 -29.29866
H -7.59083 -2.75418 -28.45417
H -5.43595 -1.57275 -27.79502
H -3.41273 -2.74676 -27.67792

The HOMO energy is -6.82 eV.

=====

What calculated total energy values result from the calculations? In sequence: -3110.52402 -2319.38512 hartree.
What energy above the lowest of the compared OMol25 structures with the same formula, charge and spin values result from the calculations? In sequence: 0.335 30.031 eV.